1.
Density functional theory data (ωB97M-V/def2-TZVPD) for a structure of composition C8H13K3N2O9S.

The net charge is +2. The total energy is -3296.63133 hartree. As for the HOMO energy: -11.8 eV. The LUMO energy comes out at -6.7 eV.

Each line ends with the Löwdin charge.
Positions of all 36 atoms, in Å:
1 K -5.39 -16.71 -21.33  0.9785
2 K 0.79 -14.62 -23.56  0.9365
3 K 4.31 -19.04 -23.40  0.9866
4 O -2.05 -18.83 -26.11  0.1116
5 C -1.71 -18.75 -24.86  -0.9639
6 O -2.62 -18.88 -24.05  -0.0472
7 O -0.49 -18.66 -24.52  -0.1178
8 H -2.84 -19.19 -25.70  0.0806
9 C -6.77 -22.86 -25.76  0.0375
10 N -6.33 -23.91 -24.83  -0.4931
11 O -6.64 -25.04 -24.95  0.1060
12 O -5.48 -23.53 -24.07  0.0499
13 H -7.70 -23.22 -26.21  0.0978
14 H -6.03 -22.64 -26.52  0.1075
15 H -7.02 -22.06 -25.06  0.0952
16 C 1.04 -22.73 -28.51  -0.2189
17 C 0.04 -23.81 -28.58  -0.2441
18 O 0.31 -24.55 -29.72  -0.1679
19 S 0.64 -23.45 -30.92  0.7610
20 O -0.60 -22.95 -31.56  -0.2498
21 O 1.60 -24.07 -31.82  -0.2363
22 O 1.33 -22.41 -29.84  -0.1863
23 H 1.89 -22.93 -27.87  0.1322
24 H 0.55 -21.83 -28.14  0.1333
25 H -0.99 -23.46 -28.50  0.1376
26 H 0.21 -24.51 -27.76  0.1404
27 N 0.75 -13.47 -28.83  -0.0099
28 C -0.20 -14.27 -28.17  -0.1275
29 C -1.16 -13.41 -27.83  -0.1566
30 C -0.76 -12.11 -28.14  -0.1304
31 C 0.44 -12.13 -28.80  -0.1042
32 H 1.61 -13.78 -29.26  0.1409
33 H -0.14 -15.34 -28.28  0.1102
34 H -2.14 -13.69 -27.48  0.0981
35 H -1.26 -11.18 -27.89  0.0957
36 H 1.09 -11.35 -29.17  0.1172


2.
Density functional theory data (ωB97M-V/def2-TZVPD) for the ion C8H13N2O with charge -1.

The net charge is -1. The total energy is -497.30307 hartree. As for the HOMO energy (alpha / beta): -2.2 / -2.4 eV. The LUMO energy (alpha / beta) comes out at 3.9 / 3.9 eV.

Each line ends with the Löwdin charge.
Positions of all 24 atoms, in Å:
1 C 1.73 0.05 1.00  -0.3453
2 C -0.59 1.62 0.18  -0.2167
3 C -1.77 0.68 -0.08  -0.1910
4 C 0.59 1.37 -0.76  -0.2171
5 C -1.48 -0.81 0.12  -0.3925
6 C 1.40 0.17 -0.33  -0.3808
7 C -1.20 -1.21 1.58  -0.0680
8 C 2.34 -0.44 -1.33  -0.0952
9 N 2.00 -0.09 2.12  0.0777
10 N -0.46 -1.25 -0.85  -0.0847
11 O -0.09 -2.45 -0.69  -0.1598
12 H -0.95 2.65 0.05  0.0969
13 H -0.25 1.52 1.21  0.0922
14 H -2.60 0.96 0.58  0.1036
15 H -2.10 0.82 -1.11  0.1006
16 H 0.22 1.19 -1.77  0.1014
17 H 1.22 2.28 -0.79  0.0996
18 H -2.40 -1.35 -0.20  0.1263
19 H -1.10 -0.33 2.22  0.0611
20 H -0.26 -1.75 1.62  0.0556
21 H -1.98 -1.85 1.98  0.0593
22 H 3.16 -0.95 -0.82  0.0663
23 H 2.77 0.33 -1.99  0.0597
24 H 1.81 -1.17 -1.95  0.0508


3.
Density functional theory data (ωB97M-V/def2-TZVPD) for the ion C8H13N2O with charge +1.

The net charge is +1. The total energy is -497.05743 hartree. Its structure (SMILES) is C[NH2+][C@@](C)(O)c1cccnc1. As for the HOMO energy: -12.9 eV. The LUMO energy comes out at -3.2 eV.

Each line ends with the Löwdin charge.
Positions of all 24 atoms, in Å:
1 C 1.08 0.61 -1.89  -0.0437
2 N 1.05 1.52 -0.80  0.0569
3 C 0.66 0.99 0.56  -0.5200
4 C 1.95 0.39 1.08  -0.0106
5 O 0.24 2.05 1.22  0.0610
6 C -0.62 -0.23 0.33  -0.0966
7 C -0.44 -1.59 0.33  -0.0367
8 C -1.55 -2.41 0.07  -0.0066
9 C -2.85 -1.81 0.04  -0.0790
10 N -2.98 -0.50 0.20  0.0764
11 C -1.90 0.27 0.26  -0.1308
12 H 1.35 1.02 -2.85  0.1178
13 H 1.62 -0.37 -1.84  0.1358
14 H 0.20 0.07 -1.99  0.0694
15 H 2.05 1.78 -0.64  0.1778
16 H 0.39 2.43 -0.93  0.2738
17 H 2.51 1.28 1.43  0.1084
18 H 2.54 -0.17 0.32  0.1019
19 H 1.79 -0.32 2.02  0.1493
20 H -0.14 1.75 2.09  0.1746
21 H 0.50 -2.06 0.52  0.1097
22 H -1.50 -3.45 -0.14  0.1009
23 H -3.66 -2.45 0.00  0.0933
24 H -2.29 1.19 0.61  0.1172


4.
Density functional theory data (ωB97M-V/def2-TZVPD) for a structure of composition C8H13N2O4S.

The net charge is +1. The total energy is -1120.96079 hartree. As for the HOMO energy: -13.2 eV. The LUMO energy comes out at -3.4 eV.

Each line ends with the Löwdin charge.
Positions of all 28 atoms, in Å:
1 C -0.13 -1.17 -0.30  -0.2437
2 C 3.24 -0.02 -0.35  -0.5850
3 C 1.27 -1.04 0.44  -0.0421
4 C -1.11 0.99 0.19  -0.2337
5 C 1.08 0.86 1.01  -0.3700
6 C -1.19 -0.57 0.59  -0.4246
7 C -2.59 -1.17 0.31  0.0374
8 C -1.88 1.28 -1.20  -0.0908
9 N 2.45 -1.05 -0.35  0.0567
10 N 4.45 0.06 -0.95  0.1286
11 O -0.23 -1.48 -1.49  0.1182
12 O 0.17 1.42 0.18  -0.1065
13 O -0.85 -0.63 1.97  -0.0231
14 O -3.07 2.12 -0.91  -0.0649
15 S 2.75 1.48 0.51  1.0997
16 H 1.42 -1.69 1.39  0.1789
17 H -1.78 1.66 0.82  0.1828
18 H 0.80 0.92 2.10  0.1375
19 H -3.37 -0.41 0.51  0.1030
20 H -2.67 -1.93 1.04  0.0791
21 H -2.51 -1.58 -0.73  0.1123
22 H -2.16 0.37 -1.70  0.1044
23 H -1.38 2.12 -1.75  0.1484
24 H 2.68 -1.79 -1.08  0.2157
25 H 4.94 -0.82 -1.33  0.1774
26 H 5.07 0.85 -0.83  0.1175
27 H -1.60 -0.39 2.56  0.1459
28 H -3.78 1.58 -0.65  0.0407


5.
Density functional theory data (ωB97M-V/def2-TZVPD) for a cluster of 2 separate species, C8H13N3O in total.

The net charge is 0. The total energy is -551.99402 hartree. Its structure (SMILES) is C=COCC#N.NCC#CCN. As for the HOMO energy: -9.1 eV. The LUMO energy comes out at 0.6 eV.

Each line ends with the Löwdin charge.
Positions of all 25 atoms, in Å:
1 C -1.97 1.94 -1.24  0.0464
2 C -2.73 1.13 -0.52  -0.2177
3 O -2.30 0.04 0.17  -0.1654
4 C -3.29 -0.78 0.77  -0.1757
5 C -4.06 -1.50 -0.26  -0.1658
6 N -4.58 -2.02 -1.16  0.1640
7 H -0.92 1.77 -1.37  0.0475
8 H -2.46 2.79 -1.72  0.0657
9 H -3.80 1.34 -0.41  0.1230
10 H -3.98 -0.16 1.36  0.1334
11 H -2.76 -1.46 1.43  0.1328
12 N 5.33 -0.39 -0.47  -0.0252
13 C 4.09 -1.07 -0.76  -0.3072
14 C 2.87 -0.54 -0.06  -0.0176
15 C 1.88 -0.07 0.42  -0.0244
16 C 0.50 0.41 0.57  -0.3153
17 N -0.08 0.26 1.90  0.0081
18 H 5.37 0.53 -0.92  0.0702
19 H 5.42 -0.25 0.53  0.0685
20 H 4.21 -2.15 -0.54  0.1089
21 H 3.92 -1.03 -1.86  0.1171
22 H -0.08 -0.09 -0.23  0.1027
23 H 0.46 1.49 0.26  0.1155
24 H -1.05 0.50 1.87  0.0407
25 H 0.00 -0.69 2.23  0.0698


6.
Density functional theory data (ωB97M-V/def2-TZVPD) for an isolated molecule of C8H13N3O2S2.

The net charge is 0. The total energy is -1423.55588 hartree. As for the HOMO energy: -9.1 eV. The LUMO energy comes out at -0.5 eV.

Each line ends with the Löwdin charge.
Positions of all 28 atoms, in Å:
1 C 0.63 0.10 0.31  -0.3465
2 C -1.36 0.95 0.30  -0.8098
3 C -4.11 0.41 -0.59  -0.1883
4 C -3.60 0.06 -1.92  -0.2322
5 C 2.59 0.54 1.67  -0.0105
6 C 2.72 0.60 -0.85  -0.0345
7 C 2.31 -1.56 0.29  -0.0562
8 C 2.05 -0.06 0.33  -0.5892
9 N -0.20 -0.91 0.20  0.1719
10 N -1.42 -0.38 0.10  -0.1357
11 N -0.04 1.27 0.48  0.1642
12 O -3.28 -0.55 1.79  -0.3098
13 O -3.44 -2.15 0.04  -0.2731
14 S -2.52 2.12 0.26  0.8529
15 S -3.18 -0.80 0.39  0.5928
16 H -4.01 -0.88 -1.92  0.0587
17 H -4.05 0.59 -2.67  0.0533
18 H -2.56 0.03 -2.05  0.0583
19 H 2.48 1.63 1.83  0.0820
20 H 1.67 0.05 2.27  0.1364
21 H 3.49 0.05 2.04  0.0791
22 H 2.06 0.38 -1.77  0.1267
23 H 2.53 1.63 -0.79  0.0523
24 H 3.75 0.42 -1.05  0.0862
25 H 3.33 -1.67 0.49  0.0643
26 H 1.78 -2.23 1.03  0.1094
27 H 2.07 -1.92 -0.73  0.0977
28 H 0.30 2.27 0.53  0.1998